--- 1 ---
ORCA calculation (the ωB97M-V functional and the def2-TZVPD basis) on one molecule with the formula C15H22N2O4.

Its orbital gap is 10.16 eV. As for the structure (SMILES): O=C([C@H](CO)NC(=O)[C@H]1C[C@@]2(C1)C[C@]21CC1)N1CCCO1. The LUMO energy comes out at 0.590 eV. The calculation puts the HOMO energy at -9.569 eV.

Last column: natural (NBO) charge in e.
Positions of all 43 atoms, in Å:
O (1.0621, 2.5856, -2.2918)  -0.598
C (0.4642, 1.5895, -2.6364)  0.667
C (-0.4648, 0.8845, -1.6514)  -0.166
C (-1.7037, 1.7389, -1.4132)  -0.063
O (-2.3842, 1.8702, -2.6573)  -0.741
N (0.2770, 0.7323, -0.4199)  -0.606
C (-0.0267, -0.2431, 0.4766)  0.684
O (-0.9210, -1.0488, 0.2769)  -0.644
C (0.8019, -0.2558, 1.7350)  -0.292
C (1.2969, -1.6483, 2.2062)  -0.379
C (0.8027, -1.3024, 3.6076)  -0.038
C (0.0008, -0.1253, 3.0615)  -0.377
C (1.6367, -1.2830, 4.8717)  -0.395
C (0.4688, -2.1900, 4.7236)  -0.073
C (-0.7493, -2.5407, 5.4805)  -0.401
C (0.1602, -3.6219, 4.9062)  -0.400
N (0.6824, 0.9402, -3.8344)  -0.159
C (-0.4091, 0.4259, -4.6680)  -0.242
C (-0.5435, 1.4859, -5.7844)  -0.449
C (0.6072, 2.4406, -5.4801)  -0.088
O (1.5203, 1.6470, -4.7048)  -0.348
H (-0.7601, -0.1067, -1.9913)  0.239
H (-2.3266, 1.2412, -0.6659)  0.186
H (-1.3839, 2.7146, -1.0350)  0.176
H (-3.1373, 2.4560, -2.5424)  0.481
H (0.9763, 1.4282, -0.2154)  0.420
H (1.6168, 0.4669, 1.6854)  0.205
H (0.7034, -2.4405, 1.7479)  0.228
H (2.3584, -1.8569, 2.0792)  0.209
H (0.0797, 0.8268, 3.5853)  0.207
H (-1.0493, -0.3809, 2.9104)  0.221
H (2.6275, -1.7195, 4.8208)  0.212
H (1.5388, -0.4218, 5.5225)  0.211
H (-0.7478, -2.4071, 6.5546)  0.212
H (-1.7086, -2.3871, 5.0022)  0.213
H (-0.2062, -4.1745, 4.0501)  0.214
H (0.7575, -4.1925, 5.6051)  0.212
H (-0.1153, -0.5385, -5.0769)  0.205
H (-1.3118, 0.3194, -4.0776)  0.237
H (-0.4174, 1.0229, -6.7615)  0.213
H (-1.5081, 1.9894, -5.7655)  0.221
H (1.1456, 2.7853, -6.3592)  0.202
H (0.2895, 3.2943, -4.8769)  0.184

***

--- 2 ---
ORCA calculation (the ωB97M-V functional and the def2-TZVPD basis) on one molecule with the formula C15H22N2O4.

Its orbital gap is 9.08 eV. As for the structure (SMILES): CC(C)C[C@H](N)C(=O)N[C@@H](Cc1ccc(O)cc1)C(=O)O. The LUMO energy comes out at 0.314 eV. The calculation puts the HOMO energy at -8.769 eV.

Last column: natural (NBO) charge in e.
Positions of all 43 atoms, in Å:
C (3.7327, 1.6244, -0.9848)  -0.665
C (2.8313, 2.6456, -0.1935)  -0.209
C (3.6601, 2.9543, 1.2049)  -0.644
C (1.3701, 2.2557, -0.0351)  -0.392
C (1.1430, 0.8458, 0.6193)  -0.139
N (2.0690, 0.5535, 1.7502)  -0.840
C (0.9851, -0.3288, -0.3965)  0.685
O (1.9581, -0.4757, -1.1495)  -0.617
N (-0.2393, -0.9602, -0.4526)  -0.605
C (-0.3674, -2.3500, -1.0935)  -0.144
C (-1.7764, -2.9370, -0.6861)  -0.410
C (-2.7187, -1.9103, -0.1288)  -0.083
C (-3.3972, -0.9781, -0.8859)  -0.176
C (-4.1147, 0.1208, -0.1828)  -0.253
C (-4.1139, 0.2946, 1.2971)  0.323
O (-4.8641, 1.1702, 1.9000)  -0.653
C (-3.3905, -0.7469, 1.9644)  -0.302
C (-2.7967, -1.8725, 1.2836)  -0.217
C (-0.3801, -2.3642, -2.6357)  0.783
O (-1.0954, -1.6133, -3.2967)  -0.564
O (0.3318, -3.3628, -3.2765)  -0.675
H (3.5855, 0.4737, -0.8147)  0.280
H (3.6462, 1.7869, -2.1228)  0.206
H (4.7657, 1.9974, -0.9262)  0.201
H (2.7235, 3.6421, -0.6269)  0.202
H (4.1684, 2.0059, 1.4257)  0.219
H (3.1905, 3.1923, 2.1174)  0.192
H (4.4403, 3.8316, 0.8555)  0.215
H (0.8871, 2.2613, -1.0444)  0.233
H (1.0534, 3.1020, 0.7278)  0.207
H (0.1441, 1.0726, 0.9991)  0.171
H (2.4064, 1.4011, 2.1590)  0.374
H (1.5838, -0.0665, 2.4205)  0.362
H (-0.7623, -1.0193, 0.3916)  0.408
H (0.4254, -3.0100, -0.7298)  0.200
H (-2.2253, -3.4861, -1.5534)  0.236
H (-1.5546, -3.7232, -0.0178)  0.218
H (-3.3566, -1.1158, -2.0064)  0.251
H (-4.4033, 0.8573, -0.8674)  0.216
H (-5.1153, 0.8851, 2.8425)  0.498
H (-3.2224, -0.4811, 3.0008)  0.205
H (-2.3680, -2.6488, 1.8488)  0.212
H (1.1609, -3.5236, -2.7006)  0.490

***

--- 3 ---
ORCA calculation (the ωB97M-V functional and the def2-TZVPD basis) on one molecule with the formula C15H22N2O4.

Its orbital gap is 7.37 eV. As for the structure (SMILES): O=C([C@H](CO)NC(=O)[C@H]1C[C@@]2(C1)C[C@]21CC1)N1CCCO1. The LUMO energy comes out at 0.713 eV. The calculation puts the HOMO energy at -6.661 eV.

Last column: natural (NBO) charge in e.
Positions of all 43 atoms, in Å:
O (1.6266, -2.8820, -1.6612)  -0.589
C (2.3064, -1.9651, -1.2545)  0.693
C (1.9501, -1.2343, 0.0363)  -0.170
C (2.4441, -1.9698, 1.2696)  -0.060
O (3.8523, -2.0909, 1.1523)  -0.717
N (0.5026, -1.1604, 0.0556)  -0.612
C (-0.1489, -0.2474, 0.8266)  0.682
O (0.4403, 0.5534, 1.5301)  -0.638
C (-1.6474, -0.2670, 0.7054)  -0.292
C (-2.2717, 0.9567, -0.0324)  -0.378
C (-3.3833, 0.8877, 0.9990)  0.046
C (-2.4568, 0.1320, 1.9562)  -0.412
C (-4.7637, 0.6377, 0.7932)  -0.265
C (-4.3766, 2.0692, 1.2405)  -0.440
C (-5.3007, 2.5908, 2.3822)  -0.317
C (-3.9316, 3.0045, 2.3827)  -0.283
N (3.2917, -1.4409, -2.0700)  -0.180
C (2.9989, -0.8494, -3.3670)  -0.231
C (4.3787, -0.3516, -3.7606)  -0.434
C (4.8725, 0.1859, -2.4194)  -0.077
O (4.1566, -0.5262, -1.3967)  -0.377
H (2.3701, -0.2301, 0.0225)  0.247
H (2.1459, -1.3932, 2.1487)  0.189
H (1.9521, -2.9502, 1.3012)  0.165
H (4.1914, -2.4970, 1.9544)  0.474
H (0.0018, -1.8151, -0.5227)  0.422
H (-2.0167, -1.1996, 0.2788)  0.208
H (-1.6590, 1.8439, 0.1258)  0.228
H (-2.5437, 0.8664, -1.0825)  0.213
H (-2.8738, -0.6505, 2.5898)  0.209
H (-1.8640, 0.8285, 2.5509)  0.229
H (-5.1993, 0.5631, -0.1998)  0.213
H (-5.2262, -0.0199, 1.5311)  0.197
H (-6.0755, 3.2581, 2.0312)  0.221
H (-5.6209, 1.9012, 3.1646)  0.185
H (-3.3070, 2.5779, 3.1667)  0.199
H (-3.6264, 3.9931, 2.0612)  0.217
H (2.5782, -1.6060, -4.0209)  0.237
H (2.2998, -0.0093, -3.2631)  0.182
H (4.9853, -1.1879, -4.1040)  0.217
H (4.3680, 0.4109, -4.5359)  0.223
H (5.9398, 0.0365, -2.2601)  0.194
H (4.6406, 1.2467, -2.3057)  0.180

***

Most stable = 2

***

--- 1 ---
ORCA calculation (the ωB97M-V functional and the def2-TZVPD basis) on one molecule with the formula C5H9N3O2.

Its orbital gap (spin up / spin down) is 5.96 / 5.96 eV. The LUMO energy (spin up / spin down) comes out at -0.731 / -0.732 eV. The calculation puts the HOMO energy (spin up / spin down) at -6.693 / -6.692 eV.

Last column: natural (NBO) charge in e.
Positions of all 19 atoms, in Å:
C (1.1055, 0.9843, -0.7686)  -0.265
C (1.6578, -0.2994, -0.6420)  0.024
C (-0.9688, 0.0498, -0.3898)  0.390
C (-0.6205, 2.2440, 0.4603)  -0.420
C (1.4052, -2.3900, 0.3343)  -0.416
N (-3.1684, -0.8096, 0.0314)  0.403
N (-0.1737, 1.0887, -0.3343)  -0.311
N (0.8857, -1.2404, -0.2766)  -0.545
O (-4.1789, -0.4821, 0.5531)  -0.226
O (-2.1092, 0.1754, 0.3464)  -0.423
H (1.7208, 1.8355, -1.0715)  0.210
H (2.7191, -0.1554, -0.5961)  0.177
H (-0.8704, -0.5223, -1.2226)  0.213
H (-0.4902, 3.1962, -0.0224)  0.211
H (-1.6319, 2.2126, 0.7088)  0.228
H (0.0267, 2.3120, 1.3915)  0.209
H (1.4491, -2.4696, 1.3618)  0.185
H (0.7646, -3.2112, -0.0090)  0.185
H (2.4776, -2.5182, 0.1453)  0.171

***

--- 2 ---
ORCA calculation (the ωB97M-V functional and the def2-TZVPD basis) on a 2-piece molecular cluster, C5H9N3O2 overall.

Its orbital gap is 10.18 eV. As for the structure (SMILES): CC/C=C/C#N.O/N=N\O. The LUMO energy comes out at 0.480 eV. The calculation puts the HOMO energy at -9.698 eV.

Last column: natural (NBO) charge in e.
Positions of all 19 atoms, in Å:
C (-2.3042, 0.8068, 0.5077)  -0.597
C (-2.0487, -0.1534, -0.6434)  -0.452
C (-0.9858, -1.1602, -0.1034)  -0.117
C (0.2746, -1.2564, -0.5125)  -0.363
C (1.1883, -2.1546, 0.0207)  0.239
N (2.0781, -2.8618, 0.1026)  -0.282
H (-3.1254, 1.5544, 0.2736)  0.226
H (-2.5300, 0.1631, 1.4723)  0.201
H (-1.3813, 1.3483, 0.7658)  0.199
H (-2.8939, -0.7938, -0.8888)  0.220
H (-1.6591, 0.5152, -1.4302)  0.215
H (-1.5363, -1.8353, 0.6830)  0.213
H (0.4770, -0.8614, -1.5815)  0.269
O (1.2538, 1.4629, 0.8144)  -0.539
N (1.6865, 0.7295, -0.2560)  0.057
N (2.8533, 0.6966, -0.5394)  0.104
O (3.6536, 1.5410, 0.2577)  -0.555
H (0.5291, 0.8150, 1.1359)  0.492
H (4.4700, 1.4443, -0.0787)  0.470

***

Most stable = 2